# C2H2N2O2S

A cluster of 2 separate species, C2H2N2O2S in total (wB97M-V/def2-TZVPD, OMol25).

Values from the calculation:
**Calculated total energy**: -20008.365 eV
**Total charge**: 0
**Kohn-Sham gap (spin up / spin down)**: 0.330 / 0.189 Ha

Element x y z (Å)
C -2.42 0.36 -0.07
C 0.67 -0.04 -0.38
N -3.50 0.54 0.25
N 0.82 0.60 0.83
O 0.63 1.81 0.82
O 1.22 -0.05 1.79
S 1.19 -1.66 -0.38
H 0.20 0.36 -1.17
H 1.18 -1.92 -1.69

***

# C2H2N2O2S

A cluster of 2 separate species, C2H2N2O2S in total (wB97M-V/def2-TZVPD, OMol25).

Values from the calculation:
**Calculated total energy**: -20010.449 eV
**Total charge**: 0
**Kohn-Sham gap (spin up / spin down)**: 0.269 / 0.269 Ha
**SMILES string**: O=CC#[N+][O-].N=S

Element x y z (Å)
O 2.24 1.43 1.35
C 1.14 1.35 0.87
C 0.98 0.25 0.03
N 1.70 -0.58 -0.32
O 2.23 -1.50 -0.77
H 0.44 2.10 1.15
N -2.86 -1.41 -0.59
S -2.05 -0.10 -0.69
H -3.83 -1.54 -1.03

***

# C2H2N2O3

An isolated molecule of C2H2N2O3 (wB97M-V/def2-TZVPD, OMol25).

Values from the calculation:
**Calculated total energy**: -11225.083 eV
**Total charge**: 0
**Kohn-Sham gap**: 0.397 Ha
**SMILES string**: N#C[C@@H](O)ON=O

Element x y z (Å)
N -2.57 -0.95 0.16
C -1.59 -0.37 0.17
C -0.25 0.26 0.26
O 0.15 0.43 1.59
O 0.61 -0.40 -0.63
N 1.43 0.39 -1.49
O 2.30 -0.26 -1.92
H -0.19 1.38 -0.13
H 0.11 -0.48 1.98

***

# C2H2N2O4

A cluster of 2 separate species, C2H2N2O4 in total (wB97M-V/def2-TZVPD, OMol25).

Values from the calculation:
**Calculated total energy**: -13273.911 eV
**Total charge**: 0
**Kohn-Sham gap (spin up / spin down)**: 0.367 / 0.367 Ha
**SMILES string**: [H]/N=[N+](\[O-])C=O.O=C=O

Element x y z (Å)
H 0.62 -1.14 -1.11
N 0.28 -0.18 -1.18
N -0.74 0.00 -0.44
O -1.39 -0.81 0.26
C -1.21 1.40 -0.17
O -1.70 1.71 0.85
H -1.07 2.11 -0.99
O -4.35 0.35 1.13
C -3.97 0.49 0.05
O -3.62 0.72 -1.02

***

# C2H2N2O4S

A cluster of 2 separate species, C2H2N2O4S in total (wB97M-V/def2-TZVPD, OMol25).

Values from the calculation:
**Calculated total energy**: -24106.028 eV
**Total charge**: 0
**Kohn-Sham gap (spin up / spin down)**: 0.271 / 0.264 Ha

Element x y z (Å)
C 1.27 0.72 1.01
C -1.55 -0.50 -0.86
N 1.95 -0.38 1.29
N 2.10 -0.04 -0.89
O 2.49 -0.76 0.18
O 1.26 0.82 -0.44
O -2.80 0.07 -0.56
O -1.13 -1.46 -0.24
S 0.71 1.86 1.98
H -1.07 -0.02 -1.73
H -3.23 -0.31 0.25

***

# C2H2N2OS

An isolated molecule of C2H2N2OS (wB97M-V/def2-TZVPD, OMol25).

Values from the calculation:
**Calculated total energy**: -17966.597 eV
**Total charge**: 0
**Kohn-Sham gap**: 0.338 Ha
**SMILES string**: N#C/N=C/SO

Element x y z (Å)
N -3.37 0.66 0.30
C -2.36 0.18 0.06
N -1.26 -0.43 0.04
C -0.11 -0.07 -0.33
S 1.35 -1.21 0.23
O 2.57 -0.20 -0.07
H 0.26 0.81 -1.01
H 2.92 0.27 0.77

***

# C2H2N2OS

An isolated molecule of C2H2N2OS (wB97M-V/def2-TZVPD, OMol25).

Values from the calculation:
**Calculated total energy**: -17967.144 eV
**Total charge**: 0
**Kohn-Sham gap**: 0.366 Ha
**SMILES string**: Sc1cnno1

Element x y z (Å)
S -1.22 1.53 -0.02
C -0.19 0.11 0.03
C -0.40 -1.21 0.18
N 0.82 -1.81 0.08
N 1.72 -0.96 -0.09
O 1.11 0.31 -0.15
H -2.33 0.80 0.16
H -1.31 -1.77 0.31

***

# C2H2N2S

An isolated molecule of C2H2N2S (wB97M-V/def2-TZVPD, OMol25).

Values from the calculation:
**Calculated total energy**: -15918.481 eV
**Total charge**: 0
**Kohn-Sham gap**: 0.331 Ha
**SMILES string**: N#C/C=N\S

Element x y z (Å)
N 2.13 -1.20 -0.08
C 1.42 -0.31 -0.21
C 0.37 0.82 -0.24
N -0.94 0.69 -0.15
S -1.28 -1.01 -0.25
H 0.84 1.88 0.07
H -2.55 -0.87 0.86

***

Which value of calculated total energy does entry 8 give? -15918.481 eV

***

calculated total energy of number 3 (C2H2N2O3)? -11225.083 eV